1.
9
Properties=species:S:1:pos:R:3:forces:R:3 method="wB97M-V/def2-TZVPD" spin_multiplicity=1 orbital_gap_ev=7.95 smiles="C=CS(=O)(=O)[S-]" charge=-1 relative_energy_kcal_mol=53.7 e_tot_ev=-27887.55171
C -1.46519 -0.45852 0.29443 -1.53 -1.58 -3.40
C -0.52530 -0.49222 -0.64573 2.04 2.06 1.95
O 2.49454 0.08504 -0.83430 -0.31 -0.76 -0.31
O 1.02584 1.92642 -0.30592 -0.21 -0.95 0.42
S 1.49466 0.01809 1.79791 0.08 -0.22 1.37
S 1.35917 0.51523 -0.03569 -2.07 0.65 -1.89
H -2.54439 -0.78751 0.18235 1.23 0.23 -0.52
H -1.31620 -0.15590 1.25104 1.12 0.95 2.71
H -0.52314 -0.65063 -1.70410 -0.35 -0.40 -0.32



2.
8
Properties=species:S:1:pos:R:3:forces:R:3 method="wB97M-V/def2-TZVPD" spin_multiplicity=1 orbital_gap_ev=5.59 charge=-1 relative_energy_kcal_mol=63.0 e_tot_ev=-71562.71449
C 3.82657 -0.31583 0.09817 0.32 2.70 -0.57
C -0.27547 -0.89042 -1.03405 2.14 -0.04 0.46
O 4.04204 0.81107 -0.09618 0.22 -0.01 0.18
O 3.78787 -1.43818 0.27127 -0.26 -2.73 0.50
Se 0.79494 0.48171 -0.21129 0.89 0.61 1.41
H 0.47409 -1.50908 -1.60726 -1.49 0.46 -0.11
H -1.05501 -0.29820 -1.45642 -0.61 -0.32 -1.38
H 1.91093 1.38786 -0.89778 -1.21 -0.66 -0.49



3.
8
Properties=species:S:1:pos:R:3:forces:R:3 method="wB97M-V/def2-TZVPD" spin_multiplicity=2 orbital_gap_ev="9.48 / 8.03" charge=+1 relative_energy_kcal_mol=62.1 s2=0.786 e_tot_ev=-10898.75549
O 0.55707 1.49029 -0.33474 -2.07 -1.90 0.33
C 1.52813 3.15898 0.67246 0.09 1.27 1.16
C 0.74741 2.07493 0.87337 2.11 -3.47 -0.60
H 2.36317 3.35421 1.34276 -0.60 0.44 0.27
H 1.31682 3.85918 -0.13618 0.41 -0.54 -0.17
H 0.77862 1.15559 1.58714 -0.13 2.45 -0.34
Tl -0.60388 -1.36125 -1.96281 0.07 0.12 0.10
O 0.29971 0.12984 -0.13823 0.11 1.63 -0.75